# C5H5Cl2NNd2O5

A molecular structure, C5H5Cl2NNd2O5 (wB97M-V/def2-TZVPD, the OMol25 dataset).

Last column: Mulliken charge in e.
CARTESIAN COORDINATES (ANGSTROEM)
Nd 0.222 -3.835 -0.148  1.622
Nd -0.411 -0.772 0.333  1.698
Cl 0.428 -1.927 -2.040  -0.282
Cl 1.373 -2.639 1.923  -0.273
C -0.868 -0.269 2.559  0.096
C -1.164 -4.992 -1.679  0.105
C -0.403 -5.646 1.209  0.092
O -1.152 0.144 3.605  0.076
O -1.735 -5.501 -2.507  0.120
O -0.570 -6.507 1.919  0.135
N 0.718 4.189 -0.132  -0.324
C 0.512 3.114 -1.134  -0.553
C -0.094 1.953 -0.450  0.858
O -1.170 2.021 0.176  -0.639
O 0.675 0.857 -0.524  -0.593
H -0.165 4.471 0.325  0.373
H 1.126 5.036 -0.560  0.384
H 1.381 3.894 0.603  0.364
H -0.176 3.508 -1.880  0.362
H 1.474 2.903 -1.598  0.379

Results
Net charge: +4
2S+1: 7
LUMO level (alpha / beta), eV: -16.9293 / -16.6924

# C5H5Cl2NO4PmSm

A molecular structure, C5H5Cl2NO4PmSm (wB97M-V/def2-TZVPD, the OMol25 dataset).

Last column: Mulliken charge in e.
CARTESIAN COORDINATES (ANGSTROEM)
Pm -0.780 -0.399 -2.781  1.787
Sm 0.006 -0.303 0.099  1.687
Cl -1.463 -2.223 -1.035  -0.244
Cl -1.298 1.829 -1.529  -0.246
C 1.117 1.623 0.799  0.008
C -0.023 -2.186 -4.070  0.077
C 0.069 0.797 -4.551  0.031
O 1.696 2.523 1.247  0.110
O 0.289 -3.126 -4.673  0.107
O 0.433 1.478 -5.415  0.133
C -0.408 0.325 3.356  -1.361
C -1.061 -0.913 2.863  1.105
N -1.717 -1.769 3.688  -0.305
O -1.072 -1.271 1.679  -0.547
H -0.552 0.425 4.448  0.362
H -0.855 1.203 2.863  0.388
H 0.676 0.279 3.152  0.354
H -2.150 -2.616 3.292  0.271
H -1.774 -1.574 4.698  0.283

Results
Net charge: +4
2S+1: 10
LUMO level (alpha / beta), eV: -18.5330 / -17.7130
Energy relative to the best compared isomer or geometry (same formula, charge and spin), kcal/mol: 0.00

# C5H5Cl4N2

A gas-phase ion, C5H5Cl4N2 (charge +1) (wB97M-V/def2-TZVPD, the OMol25 dataset).

Last column: natural (NBO) charge in e.
CARTESIAN COORDINATES (ANGSTROEM)
C 1.162 1.129 0.540  -0.125
C 1.927 0.249 1.132  -0.080
C -0.917 -0.027 -0.483  0.412
C 0.244 0.920 -0.612  -0.233
C 0.121 -2.198 0.217  -0.194
N -0.771 -1.277 -0.007  -0.511
N -2.154 0.537 -0.736  -0.744
Cl 1.297 2.752 1.087  0.115
Cl 3.112 0.408 2.326  0.185
Cl 1.148 0.194 -2.147  -0.039
Cl 1.843 -1.409 0.342  0.420
H -0.100 1.918 -0.928  0.281
H -0.236 -2.914 1.011  0.228
H -1.605 -1.895 0.183  0.461
H -2.069 1.475 -0.979  0.402
H -3.001 0.139 -0.944  0.421

Results
Net charge: +1
2S+1: 1
LUMO level (alpha / beta), eV: -4.5495 / -4.5481
Energy relative to the best compared isomer or geometry (same formula, charge and spin), kcal/mol: 111.96

# C5H5ClN2

A single C5H5ClN2 molecule (wB97M-V/def2-TZVPD, the OMol25 dataset).

Last column: natural (NBO) charge in e.
CARTESIAN COORDINATES (ANGSTROEM)
C -1.571 -1.426 0.098  -0.645
C -1.518 0.053 -0.125  0.046
Cl -2.466 1.217 0.693  0.032
N -0.981 0.401 -1.483  -0.443
C -0.003 0.538 -0.690  0.257
C 1.619 0.920 -0.854  -0.509
C 2.304 0.732 0.279  0.495
N 3.048 0.442 1.152  -0.597
H -1.821 -1.549 1.190  0.223
H -0.726 -1.977 -0.350  0.241
H -2.399 -1.729 -0.381  0.213
H 1.566 1.652 -1.635  0.278
H 2.948 0.727 2.106  0.407

Results
Net charge: 0
SMILES string: C[C@]1(Cl)N=C1C=C=N
2S+1: 1
LUMO level, eV: 0.4431
Energy relative to the best compared isomer or geometry (same formula, charge and spin), kcal/mol: 102.84

# C5H5ClN2O3S

A molecular structure, C5H5ClN2O3S (wB97M-V/def2-TZVPD, the OMol25 dataset).

Last column: natural (NBO) charge in e.
CARTESIAN COORDINATES (ANGSTROEM)
C 1.404 -1.923 -0.138  -0.025
C 1.537 -0.619 -0.449  0.005
C -0.233 -3.044 1.388  0.357
C -0.618 0.334 -0.238  0.874
C 1.183 1.781 0.386  -0.430
N 0.556 -2.623 0.640  -0.554
N 0.645 0.470 0.038  -0.438
O -0.989 -0.679 -0.879  -0.665
O -3.360 0.507 -1.611  -0.849
O -1.562 1.042 0.218  -0.627
S -2.897 0.018 -0.367  1.618
Cl -4.259 1.148 0.958  -0.389
H 2.212 -2.586 -0.431  0.229
H 2.377 -0.192 -0.934  0.217
H 2.255 1.561 0.495  0.218
H 1.180 2.636 -0.381  0.214
H 0.569 2.170 1.306  0.244

Results
Net charge: 0
2S+1: 1
LUMO level, eV: -0.1630
Energy relative to the best compared isomer or geometry (same formula, charge and spin), kcal/mol: 15.03

# C5H5ClO2

A molecular structure, C5H5ClO2 (wB97M-V/def2-TZVPD, the OMol25 dataset).

Last column: natural (NBO) charge in e.
CARTESIAN COORDINATES (ANGSTROEM)
C 1.725 0.377 -0.013  -0.653
C 0.372 -0.269 0.025  -0.232
C -0.141 -1.573 -0.096  0.157
C -1.914 -0.443 0.163  0.063
C -0.976 0.486 0.220  0.219
H 1.690 1.649 -0.456  0.228
H 2.514 -0.400 -0.959  0.230
H 2.461 0.294 1.115  0.246
H 0.472 -2.548 -0.341  0.202
H -0.250 2.283 0.368  0.489
O -1.382 -1.705 0.114  -0.391
O -1.129 1.779 -0.081  -0.650
Cl -3.442 0.071 -0.060  0.090

Results
Net charge: 0
2S+1: 1
LUMO level, eV: 0.3332
Energy relative to the best compared isomer or geometry (same formula, charge and spin), kcal/mol: 115.13

# C5H5ClS

A single C5H5ClS molecule (wB97M-V/def2-TZVPD, the OMol25 dataset).

Last column: natural (NBO) charge in e.
CARTESIAN COORDINATES (ANGSTROEM)
C 0.990 1.996 -0.075  -0.210
C 0.246 1.014 -0.225  -0.036
C -0.800 0.075 -0.099  -0.343
C -1.985 0.683 -0.040  -0.161
Cl -3.426 -0.310 -0.036  -0.018
S -0.529 -1.599 -0.268  0.325
C 1.244 -1.640 0.162  -0.755
H 1.672 2.827 -0.213  0.248
H -2.210 1.728 0.136  0.238
H 1.743 -2.638 0.120  0.249
H 1.249 -1.132 1.138  0.232
H 1.805 -1.003 -0.600  0.233

Results
Net charge: 0
SMILES string: C#C/C(=C/Cl)SC
2S+1: 1
LUMO level, eV: 0.5257
Energy relative to the best compared isomer or geometry (same formula, charge and spin), kcal/mol: 45.97

# C5H5F3N2

2 unconnected molecules or ions with the total composition C5H5F3N2 (wB97M-V/def2-TZVPD, the OMol25 dataset).

Last column: natural (NBO) charge in e.
CARTESIAN COORDINATES (ANGSTROEM)
C 1.479 1.196 1.380  -0.076
C 0.163 1.036 1.038  -0.105
C 1.299 -0.837 0.869  0.164
C -1.122 0.244 -2.226  0.006
C -0.957 -0.941 -0.010  0.861
N 2.160 0.029 1.319  -0.424
N 0.048 -0.304 0.653  -0.449
F 0.148 0.650 -2.402  -0.349
F -0.731 -2.229 -0.253  -0.318
F -2.246 -0.838 0.452  -0.333
H 1.844 2.091 1.867  0.215
H -0.815 1.525 0.833  0.234
H 1.666 -1.871 0.963  0.228
H -1.135 -0.856 -2.480  0.174
H -1.799 1.104 -2.004  0.174

Results
Net charge: 0
2S+1: 3
LUMO level (alpha / beta), eV: 0.8492 / -1.2057
Energy relative to the best compared isomer or geometry (same formula, charge and spin), kcal/mol: 0.00

# C5H5F4O3

2 unconnected molecules or ions with the total composition C5H5F4O3 (wB97M-V/def2-TZVPD, the OMol25 dataset).

Last column: natural (NBO) charge in e.
CARTESIAN COORDINATES (ANGSTROEM)
C 2.079 -0.735 0.136  0.592
C -0.224 1.777 -0.256  -0.751
C 0.905 -1.133 0.878  -0.197
C -0.779 0.431 -0.747  0.508
C -1.850 -0.068 0.255  0.882
O 2.455 -1.453 -0.933  -0.710
O 2.781 0.304 0.421  -0.780
O -0.703 -0.084 -1.840  -0.546
F 0.127 -2.150 0.484  -0.384
F -2.983 0.664 0.327  -0.346
F -1.518 -0.086 1.527  -0.311
F -2.239 -1.323 -0.241  -0.342
H -0.935 2.188 0.522  0.217
H -0.015 2.362 -1.162  0.228
H 0.764 1.628 0.191  0.300
H 0.519 -0.484 1.708  0.164
H 1.616 -1.837 -1.272  0.476

Results
Net charge: -1
2S+1: 1
LUMO level, eV: 3.7163
Energy relative to the best compared isomer or geometry (same formula, charge and spin), kcal/mol: 42.40

# C5H5FO4Zn

A molecular structure, C5H5FO4Zn (wB97M-V/def2-TZVPD, the OMol25 dataset).

Last column: natural (NBO) charge in e.
CARTESIAN COORDINATES (ANGSTROEM)
C 0.435 0.395 0.187  0.800
C 0.759 0.085 -1.283  -0.144
O 2.154 -0.202 -1.268  -0.468
C 2.566 -0.414 -0.015  0.964
O 1.587 -0.159 0.858  -0.487
O 3.662 -0.797 0.280  -0.534
O -0.678 -0.041 0.678  -1.022
F 0.563 1.775 0.389  -0.357
H 0.508 0.939 -1.948  0.220
Zn -2.349 0.088 0.621  1.631
H 0.209 -0.798 -1.626  0.190
C -4.678 1.438 -0.219  -0.282
C -4.291 0.177 -0.296  -0.363
H -4.683 2.044 0.694  0.276
H -5.097 1.934 -1.108  0.293
H -4.448 -0.670 -0.972  0.283

Results
Net charge: +1
2S+1: 2
LUMO level (alpha / beta), eV: -6.0382 / -9.1297

# C5H5IOS

A single C5H5IOS molecule (wB97M-V/def2-TZVPD, the OMol25 dataset).

Last column: natural (NBO) charge in e.
CARTESIAN COORDINATES (ANGSTROEM)
C -0.846 0.040 1.724  -0.627
C -0.505 -0.219 0.275  -0.093
C -1.332 -0.802 -0.659  -0.425
S -0.635 -0.833 -2.213  0.493
C 0.803 -0.026 -1.742  -0.515
I 2.504 0.711 -2.773  0.190
C 0.756 0.122 -0.290  0.250
O 1.805 0.698 0.421  -0.704
H -0.403 -0.820 2.315  0.233
H -0.373 0.936 1.912  0.225
H -1.943 0.289 1.759  0.225
H -2.260 -1.364 -0.658  0.247
H 2.428 1.266 -0.071  0.500

Results
Net charge: 0
SMILES string: Cc1csc(I)c1O
2S+1: 1
LUMO level, eV: 0.1802
Energy relative to the best compared isomer or geometry (same formula, charge and spin), kcal/mol: 0.00

# C5H5N

A single C5H5N molecule (wB97M-V/def2-TZVPD, the OMol25 dataset).

Last column: natural (NBO) charge in e.
CARTESIAN COORDINATES (ANGSTROEM)
C 0.712 0.464 1.671  -0.641
C -0.568 0.195 0.799  -0.171
C -0.585 -0.861 -0.025  -0.052
C -0.367 -1.092 -1.269  -0.078
C -0.288 -0.501 -2.669  0.087
N -0.055 0.339 -1.812  -0.234
H 0.383 0.326 2.667  0.213
H 1.140 1.465 1.723  0.218
H 1.480 -0.207 1.404  0.215
H -1.506 0.521 1.288  0.206
H -0.345 -0.648 -3.777  0.238

Results
Net charge: 0
SMILES string: CC=C=C1C=N1
2S+1: 1
LUMO level, eV: 0.9036
Energy relative to the best compared isomer or geometry (same formula, charge and spin), kcal/mol: 149.38

# C5H5N

A single C5H5N molecule (wB97M-V/def2-TZVPD, the OMol25 dataset).

Last column: natural (NBO) charge in e.
CARTESIAN COORDINATES (ANGSTROEM)
C 1.507 -0.866 0.136  -0.687
C 0.565 0.233 0.195  0.163
C -0.113 1.310 0.419  -0.200
C -1.025 0.629 -0.570  -0.384
C -2.096 -0.155 -0.134  0.249
N -2.977 -0.807 0.212  -0.344
H 2.522 -0.483 0.016  0.246
H 1.279 -1.532 -0.696  0.250
H 1.458 -1.441 1.062  0.253
H -0.135 2.222 0.977  0.223
H -0.984 0.890 -1.617  0.231

Results
Net charge: 0
SMILES string: CC1=C[C@@H]1C#N
2S+1: 1
LUMO level, eV: 0.7766
Energy relative to the best compared isomer or geometry (same formula, charge and spin), kcal/mol: 72.48

# C5H5N

A single C5H5N molecule (wB97M-V/def2-TZVPD, the OMol25 dataset).

Last column: natural (NBO) charge in e.
CARTESIAN COORDINATES (ANGSTROEM)
C 0.314 -0.210 -1.549  -0.456
C 1.107 -0.062 -0.492  0.024
C 1.386 -0.015 0.762  -0.141
N 0.283 -0.340 1.688  -0.442
C -0.836 0.613 1.744  -0.046
C -1.041 -0.449 1.050  -0.048
H -0.170 0.572 -2.025  0.206
H 0.212 -1.156 -2.216  0.212
H 2.330 0.180 1.366  0.230
H -1.062 1.553 2.106  0.223
H -1.524 -1.187 0.457  0.239

Results
Net charge: 0
SMILES string: C=C=CN1C=C1
2S+1: 1
LUMO level, eV: 1.0917
Energy relative to the best compared isomer or geometry (same formula, charge and spin), kcal/mol: 138.97

# C5H5N

A single C5H5N molecule (wB97M-V/def2-TZVPD, the OMol25 dataset).

Last column: natural (NBO) charge in e.
CARTESIAN COORDINATES (ANGSTROEM)
C -0.964 -0.877 0.462  -0.606
C -0.512 0.554 0.181  -0.382
C 0.931 0.641 -0.310  -0.489
C 1.180 1.129 -1.507  0.367
C 2.102 0.222 0.405  0.263
N 3.100 -0.090 0.904  -0.271
H -0.364 -1.339 1.253  0.218
H -0.887 -1.496 -0.437  0.218
H -2.010 -0.878 0.786  0.223
H -0.616 1.185 1.070  0.231
H -1.144 1.000 -0.597  0.228

Results
Net charge: 0
2S+1: 1
LUMO level, eV: -1.2759
Energy relative to the best compared isomer or geometry (same formula, charge and spin), kcal/mol: 95.10

# C5H5N

A molecular structure, C5H5N (wB97M-V/def2-TZVPD, the OMol25 dataset).

Last column: natural (NBO) charge in e.
CARTESIAN COORDINATES (ANGSTROEM)
C 0.804 0.038 1.294  -0.121
C -0.607 -1.095 -1.037  0.097
C 1.035 -0.648 -0.158  0.189
C -0.285 0.979 0.659  -0.456
C -0.124 0.238 -0.735  -0.369
N 0.469 -1.820 -0.651  -0.404
H 1.522 0.103 2.037  0.193
H -1.429 -1.412 -1.631  0.188
H -1.258 0.685 1.042  0.227
H -0.135 2.131 0.745  0.233
H 0.010 0.800 -1.565  0.224

Results
Net charge: 0
2S+1: 1
LUMO level (alpha / beta), eV: -0.3571 / -0.1274
Energy relative to the best compared isomer or geometry (same formula, charge and spin), kcal/mol: 153.60

# C5H5N

A single C5H5N molecule (wB97M-V/def2-TZVPD, the OMol25 dataset).

Last column: natural (NBO) charge in e.
CARTESIAN COORDINATES (ANGSTROEM)
C -0.553 -0.997 1.313  -0.322
C 0.290 -0.491 0.342  -0.255
C 0.089 0.633 -0.645  -0.135
C 0.821 1.072 -1.774  -0.323
C 1.859 0.496 -2.542  0.232
N 2.571 0.183 -3.360  -0.281
H -0.127 -1.785 1.879  0.203
H -1.472 -0.533 1.684  0.203
H 1.100 -1.230 0.060  0.216
H -0.627 1.536 -0.457  0.218
H 0.326 1.963 -2.197  0.243

Results
Net charge: 0
SMILES string: C=C/C=C\C#N
2S+1: 1
LUMO level, eV: -0.5340
Energy relative to the best compared isomer or geometry (same formula, charge and spin), kcal/mol: 56.17

# C5H5N

A single C5H5N molecule (wB97M-V/def2-TZVPD, the OMol25 dataset).

Last column: natural (NBO) charge in e.
CARTESIAN COORDINATES (ANGSTROEM)
H 1.158 -1.953 0.930  0.347
N 0.364 -1.575 0.494  -0.582
C 0.319 -0.355 0.081  0.236
C 1.335 0.725 0.025  -0.679
C -0.925 0.075 -0.401  -0.263
C -1.632 1.317 -0.629  0.050
C -2.217 -0.275 -0.242  -0.052
H 0.693 1.725 0.133  0.244
H 2.201 0.654 0.741  0.235
H 1.639 0.666 -0.987  0.238
H -2.935 -1.004 -0.144  0.226

Results
Net charge: 0
SMILES string: [H]/N=C(\C)C1=C=C1
2S+1: 1
LUMO level, eV: -0.0630
Energy relative to the best compared isomer or geometry (same formula, charge and spin), kcal/mol: 140.00